(1)
A cluster of 15 separate species, C7H40O14 in total. Source: the OMol25 dataset; level of theory: the ωB97M-V functional and the def2-TZVPD basis.

## Properties
LUMO = -0.054 eV
orbital gap = 9.109 eV
HOMO energy = -9.2 eV

Positions of all 61 atoms, in Å:
1 C 2.831 -1.560 2.305
2 C 2.064 -1.831 0.975
3 C 2.347 -0.754 -0.026
4 C 3.475 -0.645 -0.794
5 C 1.276 0.345 -0.095
6 C 1.311 1.170 1.124
7 C 0.236 1.915 1.513
8 H 2.617 -2.399 2.939
9 H 3.823 -1.230 2.239
10 H 2.367 -0.660 2.761
11 H 0.957 -2.037 1.176
12 H 2.455 -2.775 0.548
13 H 3.750 0.223 -1.588
14 H 4.191 -1.405 -0.833
15 H 0.185 -0.176 -0.046
16 H 1.500 0.887 -1.003
17 H 2.209 1.310 1.651
18 H 0.337 2.669 2.236
19 H -0.820 1.831 1.182
20 H -1.742 -0.717 -0.120
21 H -1.344 -0.462 -1.678
22 O -1.570 0.031 -0.828
23 H -4.685 -0.781 0.837
24 H -4.201 -1.550 1.926
25 O -4.683 -1.621 1.050
26 H -3.488 -2.549 0.229
27 H -3.189 -3.260 -1.208
28 O -2.824 -2.876 -0.361
29 H -2.803 1.300 -1.321
30 H -2.762 1.968 -2.694
31 O -3.237 1.931 -1.866
32 H -1.052 -4.870 -0.285
33 H -1.980 -4.046 0.323
34 O -1.380 -4.757 0.504
35 H 0.990 3.203 -1.467
36 H 2.067 4.189 -0.781
37 O 1.952 3.270 -1.054
38 H -4.273 1.067 2.495
39 H -3.042 0.260 2.629
40 O -3.982 0.194 2.439
41 H -0.676 1.829 -0.729
42 H -1.191 3.340 -1.005
43 O -0.716 2.533 -1.390
44 H -0.913 -4.113 2.491
45 H 0.542 -4.291 2.696
46 O -0.186 -3.734 2.902
47 H 0.480 2.745 -3.795
48 H -0.787 3.274 -3.217
49 O -0.327 3.259 -4.047
50 H 2.354 2.465 -2.577
51 H 3.260 2.221 -3.598
52 O 2.447 1.781 -3.222
53 H -0.839 -1.147 3.516
54 H -0.637 0.237 3.172
55 O -1.323 -0.258 3.548
56 H 3.770 1.842 0.209
57 H 3.787 3.339 0.133
58 O 4.054 2.643 0.707
59 H -1.202 -0.459 -4.217
60 H -0.622 -1.544 -3.252
61 O -1.157 -0.768 -3.360

---

(2)
An isolated molecule of C2H3N3S2. Source: the OMol25 dataset; level of theory: the ωB97M-V functional and the def2-TZVPD basis.

## Properties
LUMO = 0.186 eV
orbital gap = 9.430 eV
structure (SMILES) = Sc1ncnn1S
HOMO energy = -9.2 eV

Positions of all 10 atoms, in Å:
1 S 1.367 -0.637 1.615
2 C 0.602 -0.235 0.072
3 N 0.970 -0.105 -1.175
4 C -0.298 0.098 -1.838
5 N -1.341 -0.006 -0.923
6 N -0.705 -0.140 0.339
7 S -1.585 0.125 1.733
8 H 2.505 -1.326 0.910
9 H -0.139 0.744 -2.798
10 H -1.376 1.483 2.065

---

(3)
A structure of composition Cl2H3P3. Source: the OMol25 dataset; level of theory: the ωB97M-V functional and the def2-TZVPD basis.

## Properties
LUMO (alpha / beta) = -2.694 / -2.304 eV
orbital gap (alpha / beta) = 6.273 / 6.504 eV
HOMO energy (alpha / beta) = -9.0 / -8.8 eV

Positions of all 8 atoms, in Å:
1 P -0.806 -1.210 0.091
2 P 0.033 0.761 0.336
3 P 2.207 0.431 0.792
4 Cl 2.816 -0.623 -0.775
5 Cl -2.204 1.956 -0.364
6 H -1.808 -0.798 -0.780
7 H 0.057 -1.556 -0.957
8 H -0.295 1.039 1.656